Entry 1:
Molecular formula: C19H16ClN3O4S
Method: DFT, ωB97M-V/def2-TZVPD

```
44
Properties=species:S:1:pos:R:3:forces:R:3
O -0.272803 2.008636 3.067852 -0.067 0.120 0.427
C 0.299844 1.385964 2.203266 0.364 -0.176 -0.342
C 1.669298 0.738729 2.430065 -0.079 0.068 0.392
O 2.405108 0.509027 1.251814 0.060 -0.050 -0.197
C 2.922122 1.586996 0.582693 0.201 0.158 -0.199
C 2.693810 2.914890 0.922211 -0.087 -0.281 0.155
C 3.268065 3.927292 0.171835 0.155 -0.012 -0.199
C 4.063514 3.617057 -0.917096 -0.126 -0.090 0.159
Cl 4.777639 4.885715 -1.848495 0.090 0.159 -0.119
C 4.290638 2.294247 -1.268778 -0.049 0.104 0.053
C 3.720849 1.285905 -0.520363 -0.176 -0.044 0.225
N -0.191522 1.190901 0.961547 -0.035 -0.108 -0.319
C -1.510015 1.644029 0.581356 -0.054 0.068 0.341
C -2.365594 0.486643 0.221743 -0.183 0.027 -0.552
N -2.910227 0.234733 -0.920522 0.838 1.438 0.018
N -3.530847 -0.954221 -0.823025 -0.752 -1.273 0.570
C -3.319414 -1.379649 0.384596 -0.248 0.259 -0.572
S -3.765188 -2.903761 1.047920 -0.248 -0.333 0.279
C -3.878994 -3.828838 -0.517613 -0.240 0.243 0.118
C -2.757897 -3.562732 -1.521975 -0.232 -0.160 0.072
O -2.978704 -3.711096 -2.695586 0.031 -0.005 -0.005
C -1.445914 -3.118693 -0.995468 0.659 0.112 -0.178
C -0.890411 -3.623843 0.178190 -0.038 -0.024 -0.250
C 0.310579 -3.120657 0.644322 0.082 -0.034 0.065
C 0.960044 -2.107898 -0.043892 0.035 -0.058 0.042
C 0.420301 -1.616227 -1.223158 0.063 0.019 -0.046
C -0.768583 -2.129056 -1.707395 -0.142 -0.140 0.107
O -2.590498 -0.512249 1.114562 0.061 -0.030 0.073
H 2.231524 1.341011 3.152910 -0.122 -0.023 -0.111
H 1.500974 -0.251654 2.865819 0.003 0.155 -0.019
H 2.069743 3.179127 1.760924 -0.056 0.034 0.110
H 3.092624 4.957592 0.437366 -0.004 0.101 0.002
H 4.910226 2.058739 -2.119184 0.062 -0.003 -0.082
H 3.888813 0.250739 -0.772434 0.032 -0.136 -0.030
H 0.320612 0.610027 0.312587 0.023 0.040 0.116
H -1.916909 2.171311 1.451651 0.037 0.001 -0.217
H -1.465367 2.316423 -0.279617 -0.108 -0.093 0.122
H -3.870665 -4.882674 -0.232354 -0.017 0.000 0.029
H -4.829988 -3.601189 -0.999602 0.154 -0.092 -0.057
H -1.384365 -4.418112 0.717097 -0.035 -0.032 0.063
H 0.738815 -3.516968 1.552739 0.052 -0.047 0.074
H 1.885912 -1.703208 0.336518 0.072 0.020 0.021
H 0.930871 -0.837206 -1.771667 0.067 0.075 -0.065
H -1.209355 -1.752687 -2.617862 -0.047 0.044 -0.076
```
Positions in Å, forces in eV/Å.

## Properties
**Lowest unoccupied orbital energy**: 0.15 eV
**HOMO-LUMO gap**: 9.088 eV
**Energy**: -55980.2176 eV
**Structure (SMILES)**: O=C(COc1ccc(Cl)cc1)NCc1nnc(SCC(=O)c2ccccc2)o1
**HOMO level**: -8.94 eV
**Relative energy (zero: lowest compared OMol25 entry of this formula, charge and spin)**: 0.555 eV

---

Entry 2:
Molecular formula: CF2O3S
Method: DFT, ωB97M-V/def2-TZVPD

```
7
Properties=species:S:1:pos:R:3:forces:R:3
C -1.327894 0.215991 -0.105958 1.705 -2.835 -2.402
O -2.147335 0.801518 0.418923 -1.335 1.649 1.418
O 1.058273 -0.189627 1.317731 1.450 -0.080 -0.309
O -0.596244 -0.476830 -0.710833 -1.371 1.073 0.687
F 1.482841 1.029918 -0.755069 1.424 -1.089 1.368
F 1.749678 -1.346351 -0.811254 1.093 1.562 1.849
S 2.085550 -0.121851 0.322094 -2.965 -0.280 -2.610
```
Positions in Å, forces in eV/Å.

## Properties
**Lowest unoccupied orbital energy**: -0.36 eV
**HOMO-LUMO gap**: 11.909 eV
**Energy**: -23449.6791 eV
**HOMO level**: -12.27 eV
**Relative energy (zero: lowest compared OMol25 entry of this formula, charge and spin)**: 0.313 eV

---

Entry 3:
Molecular formula: C3H6NO2
Method: DFT, ωB97M-V/def2-TZVPD

```
12
Properties=species:S:1:pos:R:3:forces:R:3
C 1.840757 1.477749 1.087269 -1.152 0.225 -1.090
C 0.986582 1.007066 0.112681 -0.020 -0.999 0.966
N 0.431042 -0.232176 0.217706 0.450 0.880 0.372
H 1.795148 1.106605 2.102389 0.394 -0.552 -0.127
H 2.521993 2.261035 0.868757 0.047 1.039 0.067
H 0.566047 1.566068 -0.741025 1.232 -0.197 0.015
H 0.500825 -0.585357 1.169111 -0.174 -0.577 -0.791
H -0.025974 -0.731370 -0.575835 -0.432 0.301 0.701
O -2.422841 -0.704179 -0.099865 -0.290 0.025 -0.393
C -2.166707 -1.433736 -1.069097 0.839 -0.567 0.317
O -1.058271 -1.589045 -1.682443 -0.689 0.342 0.212
H -2.968600 -2.142662 -1.389648 -0.206 0.080 -0.250
```
Positions in Å, forces in eV/Å.

## Properties
**Lowest unoccupied orbital energy**: 4.28 eV
**HOMO-LUMO gap**: 7.794 eV
**Energy**: -8793.7985 eV
**HOMO level**: -3.51 eV
**Total charge**: -1
**Relative energy (zero: lowest compared OMol25 entry of this formula, charge and spin)**: 1.418 eV

---

Entry 4:
Molecular formula: C2N3O3
Method: DFT, ωB97M-V/def2-TZVPD

```
8
Properties=species:S:1:pos:R:3:forces:R:3
C -0.394192 0.286729 0.240957 0.126 0.290 0.381
C 0.754861 -0.831257 -1.690620 0.205 0.962 -0.747
N -1.140991 1.127416 0.781763 -1.289 0.747 -1.163
N -0.308893 0.407035 2.898201 -0.405 0.658 0.159
N 0.298838 -0.497107 -0.292934 -0.179 -0.532 0.868
O 1.942081 -0.824288 -1.864822 2.049 -0.493 0.289
O -0.197803 -0.892156 -2.425566 -1.656 -0.615 -0.961
O -0.953900 1.223629 2.353021 1.149 -1.018 1.173
```
Positions in Å, forces in eV/Å.

## Properties
**Lowest unoccupied orbital energy**: 3.19 eV
**HOMO-LUMO gap**: 7.966 eV
**Energy**: -12682.7807 eV
**HOMO level**: -4.78 eV
**Total charge**: -1
**Relative energy (zero: lowest compared OMol25 entry of this formula, charge and spin)**: 3.845 eV

---

Entry 5:
Molecular formula: C4H7N2O3
Method: DFT, ωB97M-V/def2-TZVPD

```
16
Properties=species:S:1:pos:R:3:forces:R:3
C 2.110753 0.250984 -0.074899 2.809 3.230 -0.621
C 0.696808 0.260054 -0.198813 -1.728 -6.310 2.468
C 0.040453 -0.876026 0.209727 0.682 1.475 -1.079
O -1.358171 -1.283368 0.089092 0.427 -0.211 -0.079
N -2.535691 -0.788883 0.034308 -1.547 0.666 -0.254
C -3.101455 0.380129 0.129220 3.556 2.291 0.037
N -4.500072 0.373386 -0.069566 -0.777 -3.685 0.440
O -5.234165 1.272337 -0.014017 0.315 0.441 -0.125
O -5.022887 -0.895105 -0.203536 1.697 0.422 -0.717
H 2.358483 0.707664 0.917812 0.211 -0.278 -0.805
H 2.557292 0.974599 -0.917859 -0.642 -1.837 1.943
H 2.500986 -0.726759 -0.124921 0.855 -0.988 -0.048
H 0.352044 1.006047 -0.727689 -2.760 3.964 -2.008
H 0.562877 -1.853325 0.374319 -0.712 1.242 0.327
H -2.673860 1.443080 0.258170 -0.672 -1.896 -0.153
H -4.166162 -1.507583 -0.368979 -1.714 1.473 0.674
```
Positions in Å, forces in eV/Å.

## Properties
**Lowest unoccupied orbital energy (alpha / beta)**: -6.98 / -6.98 eV
**HOMO-LUMO gap (alpha / beta)**: 6.674 / 6.675 eV
**Energy**: -13368.1897 eV
**Structure (SMILES)**: C/C=C/O/N=C/[N+](=O)O
**HOMO level (alpha / beta)**: -13.66 / -13.66 eV
**Total charge**: +1
**Relative energy (zero: lowest compared OMol25 entry of this formula, charge and spin)**: 9.245 eV

---

Entry 6:
Molecular formula: C16H39IN12O9P
Method: DFT, ωB97M-V/def2-TZVPD

```
78
Properties=species:S:1:pos:R:3:forces:R:3
C -5.105667 -2.425043 0.104886 0.343 -0.347 0.562
C -3.523138 -2.454829 0.298666 -1.666 -0.197 0.271
C -2.813701 -3.013869 -0.978448 0.794 1.080 0.674
I -3.267928 -5.168341 -1.115402 -0.391 0.588 -0.065
C -1.233535 -2.860138 -0.981460 2.239 -0.440 -0.116
N -0.604118 -4.037958 -1.735411 0.327 1.191 -2.352
C -0.535813 -3.695506 -2.937215 -2.177 -1.202 0.525
O -0.783918 -3.541935 -4.089366 1.442 -0.062 1.416
O -0.682550 -1.736616 -1.693101 -1.075 -1.502 1.860
P -0.569971 -0.395721 -0.518054 -1.856 2.944 -1.668
N -0.824235 1.090818 0.448004 0.651 -0.158 1.139
N -0.676490 0.651535 -2.028750 0.487 -0.180 -0.658
C 1.327754 -0.335304 -0.571445 1.112 -0.101 0.156
C 1.988285 0.848931 0.230804 0.635 -1.427 -0.554
C 1.985815 0.689356 1.773692 -0.398 1.922 1.098
O 2.210173 1.683169 2.462886 -0.194 -1.228 -0.944
O 1.727331 -0.513028 2.407659 -0.088 1.027 -1.526
O -0.618149 -1.467573 0.862537 0.065 -1.321 -0.445
C -0.453623 -2.803042 0.409067 0.123 -0.118 -0.766
C -0.704300 -3.978401 1.420347 0.783 -0.273 0.396
C -0.286634 -3.667150 2.895149 -0.970 0.461 0.344
C 1.204620 -3.658940 3.359841 -0.748 -0.930 -0.422
N -1.217155 -3.446469 3.766066 1.150 -0.389 -0.791
H -5.569668 -2.440343 1.130762 0.311 0.182 -1.000
H -5.455256 -1.511838 -0.431712 0.325 -0.710 0.290
H -5.470221 -3.348349 -0.415196 0.297 0.865 0.332
H -3.357594 -3.079071 1.215886 0.213 0.417 -1.036
H -3.230333 -1.415863 0.568888 0.260 -0.884 -0.518
H -3.199340 -2.461637 -1.874768 0.256 -0.833 0.602
H -2.022475 -0.405283 -0.641020 0.318 -0.491 0.379
H -1.813896 1.136470 0.679930 0.343 -0.030 -0.102
H -0.600473 1.940011 -0.066153 -0.100 -0.337 0.081
H 0.102970 1.317454 -2.068231 -0.246 -0.102 0.028
H -0.507497 0.028252 -2.830164 -0.082 0.416 0.291
H 1.830669 -1.280090 -0.225337 -0.644 0.722 -0.168
H 1.642777 -0.214267 -1.644227 -0.389 -0.178 0.965
H 1.586465 1.840494 -0.103219 0.248 -0.847 0.884
H 3.077712 0.868863 -0.070016 -0.893 -0.046 0.351
H 1.063314 -0.297264 3.094018 0.341 -0.155 0.220
H 0.600592 -3.004305 0.057657 -0.743 0.575 0.318
H -1.744111 -4.379833 1.431780 0.722 0.538 0.021
H -0.054241 -4.831564 1.070651 -0.666 0.778 0.128
H 1.240027 -3.421991 4.449161 -0.008 0.133 -0.993
H 1.593863 -4.712380 3.243234 -0.323 0.923 0.031
H 1.846648 -3.003897 2.727646 -0.596 -0.261 0.599
H -2.134749 -3.514443 3.304614 0.374 0.097 0.167
C 0.143467 0.475610 6.085589 0.035 0.002 -0.310
O 0.105917 -0.146555 5.041457 0.097 -0.075 -0.055
N 0.429125 -0.115499 7.280687 0.109 -0.359 0.337
N -0.096580 1.814341 6.147722 -0.182 0.419 -0.112
H 0.465509 0.377576 8.152428 -0.012 0.014 -0.067
H 0.610978 -1.103626 7.269927 -0.041 0.087 -0.039
H -0.307917 2.281269 5.282439 0.097 -0.071 0.033
H -0.070647 2.347353 6.995990 0.025 -0.057 -0.025
C 4.218570 4.167387 -1.625069 -0.095 0.162 -0.264
O 4.929243 4.439743 -2.585092 0.075 -0.016 0.050
N 3.026013 4.773003 -1.395721 0.381 -0.170 -0.165
N 4.562501 3.226367 -0.703190 0.339 -0.300 0.253
H 2.430688 4.562970 -0.617562 -0.087 0.128 -0.065
H 2.733438 5.469948 -2.053584 0.006 -0.032 0.140
H 5.435657 2.749588 -0.838577 -0.098 0.045 -0.002
H 3.992653 2.988437 0.089449 -0.032 0.031 -0.031
C 1.053170 -0.710156 -6.628904 -0.048 0.269 0.051
O 1.550847 0.304818 -7.092516 0.017 -0.099 -0.060
N 1.608955 -1.943315 -6.800511 0.328 -0.394 -0.232
N -0.094137 -0.703311 -5.903282 -0.387 0.149 0.056
H 1.216434 -2.787714 -6.426146 -0.032 0.090 0.079
H 2.459838 -1.992449 -7.331053 -0.077 0.035 0.076
H -0.536721 0.185783 -5.750639 0.077 -0.079 0.060
H -0.513435 -1.530584 -5.517309 0.076 -0.017 0.128
C -0.234509 6.177402 -0.762024 0.043 -0.158 0.056
O 0.774227 5.623094 -0.357320 -0.469 0.273 0.117
N -1.206097 6.629093 0.076922 -0.142 0.145 0.405
N -0.473773 6.388775 -2.084927 0.182 0.060 -0.357
H -2.042990 7.085403 -0.233129 0.037 -0.058 -0.026
H -1.062960 6.487381 1.061289 -0.017 -0.037 -0.101
H 0.220662 6.064688 -2.734992 -0.127 -0.040 0.029
H -1.296364 6.840110 -2.437489 0.011 -0.057 0.036
```
Positions in Å, forces in eV/Å.

## Properties
**Lowest unoccupied orbital energy**: 2.19 eV
**HOMO-LUMO gap**: 7.153 eV
**Energy**: -70927.4335 eV
**HOMO level**: -4.97 eV
**Total charge**: -1